1.
Here is a molecular structure, C44H101BrInO3 in a non-equilibrium geometry from the OMol25 dataset. Energies are from the ωB97M-V functional and the def2-TZVPD basis.

Structure (XYZ):
```
150
C44H101BrInO3, DFT the ωB97M-V functional and the def2-TZVPD basis
C -1.09 3.79 1.75
C -2.14 2.75 1.29
C -3.30 2.57 2.28
C -2.93 1.87 3.61
C -3.33 0.38 3.71
C -3.17 -0.46 2.40
C -2.67 -1.88 2.79
C -2.39 -2.79 1.56
C -0.88 -3.09 1.34
In 0.17 -1.22 0.62
Br 0.58 0.30 2.72
C 2.11 -1.72 -0.40
C 3.39 -1.25 0.35
C 3.43 -1.64 1.85
C 4.82 -2.22 2.25
O 5.20 -1.80 3.55
C -1.19 -0.32 -0.95
O -0.42 0.00 -2.14
O -0.80 1.27 -2.66
H -1.54 4.70 2.14
H -0.47 3.31 2.52
H -0.42 3.99 0.91
H -2.55 3.12 0.34
H -1.61 1.83 1.06
H -4.16 2.12 1.78
H -3.63 3.59 2.54
H -1.88 2.06 3.82
H -3.49 2.39 4.40
H -4.38 0.33 4.02
H -2.70 -0.10 4.46
H -2.48 0.03 1.72
H -4.16 -0.61 1.96
H -1.77 -1.84 3.40
H -3.48 -2.36 3.35
H -2.97 -3.73 1.61
H -2.75 -2.25 0.67
H -0.41 -3.47 2.26
H -0.73 -3.80 0.52
H 2.10 -2.80 -0.56
H 2.10 -1.18 -1.36
H 4.25 -1.71 -0.16
H 3.54 -0.17 0.27
H 2.61 -2.29 2.14
H 3.34 -0.71 2.43
H 4.82 -3.32 2.22
H 5.54 -1.83 1.52
H 4.40 -1.62 4.05
H -1.92 -1.09 -1.23
H -1.75 0.56 -0.63
H -0.49 1.92 -2.02
C -0.44 -8.16 6.56
C -0.41 -6.76 7.16
C -1.32 -5.77 6.43
C -0.96 -5.52 4.97
C 0.46 -5.00 4.74
C 0.73 -3.65 5.40
H -0.08 -8.17 5.53
H 0.20 -8.84 7.13
H -1.45 -8.57 6.57
H 0.61 -6.39 7.18
H -0.74 -6.83 8.21
H -1.32 -4.83 6.98
H -2.35 -6.14 6.48
H -1.66 -4.79 4.56
H -1.10 -6.43 4.39
H 0.62 -4.91 3.66
H 1.20 -5.73 5.09
H 0.04 -2.89 5.02
H 1.74 -3.31 5.17
H 0.63 -3.70 6.48
C -5.36 -3.41 -6.23
C -4.00 -2.84 -6.65
C -2.93 -2.97 -5.57
C -3.21 -2.22 -4.28
C -3.43 -0.71 -4.44
C -2.21 0.01 -4.99
H -5.76 -2.88 -5.37
H -6.08 -3.31 -7.04
H -5.27 -4.46 -5.97
H -4.12 -1.80 -6.95
H -3.67 -3.38 -7.54
H -1.97 -2.64 -5.99
H -2.79 -4.03 -5.34
H -2.38 -2.37 -3.59
H -4.09 -2.65 -3.79
H -3.68 -0.29 -3.46
H -4.30 -0.52 -5.08
H -1.36 -0.13 -4.34
H -2.41 1.09 -5.06
H -1.95 -0.34 -5.99
C 8.16 4.50 -1.75
C 6.70 4.89 -1.54
C 6.08 4.24 -0.30
C 6.03 2.72 -0.32
C 5.27 2.11 -1.50
C 3.80 2.50 -1.54
H 8.28 3.43 -1.91
H 8.56 5.01 -2.63
H 8.77 4.79 -0.89
H 6.12 4.63 -2.43
H 6.64 5.97 -1.43
H 5.07 4.64 -0.16
H 6.65 4.56 0.59
H 5.56 2.37 0.61
H 7.05 2.31 -0.31
H 5.35 1.02 -1.44
H 5.75 2.40 -2.44
H 3.30 2.18 -0.62
H 3.30 2.02 -2.38
H 3.67 3.58 -1.65
C -3.12 11.26 2.29
C -2.54 10.32 3.34
C -2.02 9.01 2.76
C -3.08 8.14 2.09
C -4.26 7.75 2.98
C -3.85 6.91 4.18
H -3.99 10.82 1.79
H -3.45 12.20 2.75
H -2.38 11.50 1.53
H -3.28 10.13 4.12
H -1.71 10.83 3.84
H -1.54 8.44 3.56
H -1.24 9.23 2.03
H -2.60 7.23 1.72
H -3.47 8.65 1.20
H -4.97 7.17 2.38
H -4.80 8.64 3.32
H -3.36 5.99 3.86
H -4.73 6.63 4.77
H -3.17 7.45 4.84
C 2.39 -3.88 -3.65
C 2.00 -3.04 -4.87
C 0.99 -3.73 -5.79
C 1.49 -5.03 -6.42
C 2.76 -4.90 -7.25
C 2.61 -3.97 -8.46
H 2.88 -4.81 -3.94
H 3.08 -3.32 -3.02
H 1.51 -4.12 -3.06
H 2.89 -2.76 -5.43
H 1.55 -2.10 -4.52
H 0.69 -3.03 -6.57
H 0.08 -3.95 -5.22
H 0.69 -5.43 -7.06
H 1.65 -5.78 -5.64
H 3.05 -5.89 -7.61
H 3.59 -4.55 -6.63
H 1.82 -4.33 -9.12
H 3.54 -3.93 -9.03
H 2.37 -2.95 -8.15
```

Electronic energy, Ha: -4726.8890
Total charge: -1
HOMO-LUMO gap, eV: 7.35
Largest force on an atom, hartree/bohr: 0.03118



2.
Here is 6 unconnected molecules or ions with the total composition C45H67N7O2PS2 in a non-equilibrium geometry from the OMol25 dataset. Energies are from the ωB97M-V functional and the def2-TZVPD basis.

Structure (XYZ):
```
124
C45H67N7O2PS2, DFT the ωB97M-V functional and the def2-TZVPD basis
C -8.25 3.93 3.06
C -8.32 3.14 1.75
O -7.63 3.91 0.77
C -7.10 3.15 -0.29
C -5.74 3.76 -0.65
C -5.11 3.05 -1.87
N -4.35 4.00 -2.71
C -3.08 3.94 -2.56
C -2.65 2.91 -1.53
C -2.24 3.71 -0.24
C -2.39 2.91 1.07
C -1.18 3.05 2.02
S -1.59 2.47 3.71
C -1.03 0.75 3.72
S -1.73 -0.28 2.68
N -0.01 0.45 4.62
C 1.32 0.61 3.95
C 1.75 2.09 3.79
C -0.10 -0.94 5.14
C 0.28 -0.93 6.65
P -1.15 1.99 -2.22
C -0.18 3.07 -3.38
C -0.08 1.33 -0.88
C -3.98 2.11 -1.46
C -3.96 0.68 -2.03
O -3.32 -0.10 -1.05
C -3.45 -1.47 -1.23
C -3.40 -2.23 -0.09
C -3.48 -3.59 -0.13
C -3.59 -4.23 -1.36
C -3.65 -3.46 -2.49
C -3.58 -2.09 -2.45
H -7.23 3.96 3.45
H -8.95 3.54 3.81
H -8.51 4.96 2.82
H -9.38 3.08 1.48
H -7.92 2.13 1.89
H -7.03 2.08 -0.07
H -7.77 3.25 -1.16
H -5.13 3.67 0.25
H -5.89 4.84 -0.80
H -5.98 2.62 -2.39
H -4.80 4.65 -3.35
H -2.42 4.59 -3.13
H -1.21 4.06 -0.35
H -2.89 4.60 -0.15
H -3.28 3.25 1.61
H -2.56 1.84 0.90
H -0.87 4.09 2.08
H -0.35 2.43 1.68
H 2.07 0.09 4.55
H 1.23 0.17 2.95
H 2.82 2.20 3.99
H 1.17 2.70 4.48
H 1.56 2.47 2.78
H -1.09 -1.37 5.07
H 0.63 -1.57 4.62
H 0.96 -1.75 6.88
H -0.61 -1.06 7.27
H 0.78 0.00 6.92
H -0.52 2.87 -4.39
H 0.87 2.78 -3.29
H -0.23 4.13 -3.11
H 0.43 0.46 -1.32
H -0.64 0.97 -0.02
H 0.70 2.03 -0.58
H -4.22 1.89 -0.41
H -3.41 0.68 -2.97
H -4.99 0.36 -2.24
H -3.30 -1.73 0.87
H -3.41 -4.15 0.79
H -3.63 -5.31 -1.39
H -3.73 -3.98 -3.44
H -3.60 -1.51 -3.37
N 3.60 -3.40 9.56
C 4.51 -4.13 8.85
C 4.87 -3.39 7.75
C 4.14 -2.17 7.81
C 3.37 -2.21 8.94
H 3.16 -3.70 10.41
H 4.82 -5.10 9.18
H 5.57 -3.69 6.99
H 4.19 -1.36 7.10
H 2.68 -1.49 9.35
N 5.77 3.31 -4.63
C 5.07 2.15 -4.76
C 4.11 2.13 -3.78
C 4.24 3.33 -3.04
C 5.27 4.04 -3.59
H 6.54 3.59 -5.22
H 5.31 1.43 -5.53
H 3.40 1.34 -3.61
H 3.64 3.64 -2.20
H 5.69 5.00 -3.33
N 6.74 1.06 -2.21
C 7.66 1.15 -1.20
C 8.24 -0.08 -1.05
C 7.64 -0.95 -2.01
C 6.73 -0.21 -2.71
H 6.16 1.82 -2.54
H 7.82 2.08 -0.69
H 9.00 -0.34 -0.33
H 7.86 -1.99 -2.16
H 6.07 -0.47 -3.52
N 5.02 -3.11 -4.36
C 4.73 -4.40 -4.71
C 3.85 -4.35 -5.77
C 3.62 -2.99 -6.07
C 4.35 -2.24 -5.18
H 5.63 -2.84 -3.61
H 5.16 -5.23 -4.18
H 3.43 -5.21 -6.27
H 2.98 -2.59 -6.84
H 4.46 -1.18 -5.07
N -0.83 -6.06 -2.33
C -1.30 -7.35 -2.42
C -0.21 -8.19 -2.39
C 0.95 -7.38 -2.28
C 0.53 -6.07 -2.24
H -1.41 -5.24 -2.33
H -2.35 -7.55 -2.49
H -0.25 -9.26 -2.44
H 1.97 -7.71 -2.23
H 1.09 -5.15 -2.16
```

Electronic energy, Ha: -3426.0209
Total charge: +1
HOMO-LUMO gap, eV: 5.54
Largest force on an atom, hartree/bohr: 0.05775



3.
Here is 2 unconnected molecules or ions with the total composition C4H4O2 in a non-equilibrium geometry from the OMol25 dataset. Energies are from the ωB97M-V functional and the def2-TZVPD basis.

Structure (XYZ):
```
10
C4H4O2, DFT the ωB97M-V functional and the def2-TZVPD basis
C 0.89 -1.30 0.05
C -0.93 -0.43 -0.37
C 1.76 -0.35 0.05
C -0.83 1.01 0.06
O 2.46 0.57 0.08
O -1.77 -1.21 -0.66
H 0.77 -2.28 0.09
H -1.75 1.46 0.12
H -0.19 1.72 -0.50
H -0.40 0.82 1.07
```

Electronic energy, Ha: -305.1927
Total charge: 0
Energy above the lowest of the compared OMol25 structures with the same formula, charge and spin, kcal/mol: 54.5
HOMO-LUMO gap, eV: 9.32
Largest force on an atom, hartree/bohr: 0.11999



4.
Here is 2 unconnected molecules or ions with the total composition C4H12OSSi from the OMol25 dataset. Energies are from the ωB97M-V functional and the def2-TZVPD basis.

Structure (XYZ):
```
19
C4H12OSSi, DFT the ωB97M-V functional and the def2-TZVPD basis
C 0.10 0.68 1.54
C -2.13 -0.36 -0.37
C 0.01 -2.37 0.80
C 2.07 2.26 -1.52
O 0.70 -0.44 -1.09
Si -0.32 -0.61 0.19
S 0.57 2.82 -1.36
H -0.51 0.55 2.42
H 1.14 0.60 1.84
H -0.05 1.69 1.18
H -2.27 0.64 -0.78
H -2.40 -1.07 -1.14
H -2.83 -0.48 0.45
H -0.21 -3.10 0.03
H 1.05 -2.50 1.09
H -0.60 -2.62 1.67
H 2.68 2.05 -0.66
H 2.51 2.08 -2.49
H 0.49 0.18 -1.78
```

Electronic energy, Ha: -922.5561
Total charge: 0
Energy above the lowest of the compared OMol25 structures with the same formula, charge and spin, kcal/mol: 0.0
HOMO-LUMO gap, eV: 8.49
Largest force on an atom, hartree/bohr: 0.01807



5.
Here is a single C3H3N3O molecule from the OMol25 dataset. Energies are from the ωB97M-V functional and the def2-TZVPD basis.

Structure (XYZ):
```
10
C3H3N3O, DFT the ωB97M-V functional and the def2-TZVPD basis
O 2.16 -1.90 0.33
C 1.02 -1.72 0.16
N 0.67 2.17 0.07
N 0.46 0.94 0.06
C -0.88 0.56 -0.12
C -1.14 -0.75 -0.15
N -0.19 -1.75 -0.02
H 1.69 2.27 0.21
H -1.66 1.32 -0.24
H -2.15 -1.14 -0.30
```

Electronic energy, Ha: -355.5655
Total charge: 0
Energy above the lowest of the compared OMol25 structures with the same formula, charge and spin, kcal/mol: 46.7
HOMO-LUMO gap, eV: 9.21
Largest force on an atom, hartree/bohr: 0.01720



6.
Here is 3 unconnected molecules or ions with the total composition C28H25BrFN4O7 in a non-equilibrium geometry from the OMol25 dataset. Energies are from the ωB97M-V functional and the def2-TZVPD basis.

Structure (XYZ):
```
66
C28H25BrFN4O7, DFT the ωB97M-V functional and the def2-TZVPD basis
O 2.14 -1.92 0.07
C 2.02 -1.63 -1.09
C 1.52 -2.67 -2.13
C 0.06 -2.90 -1.73
C -0.35 -4.08 -1.14
C -1.72 -4.20 -0.76
C -2.65 -3.22 -0.91
C -2.24 -1.99 -1.52
C -3.14 -0.91 -1.69
C -4.59 -1.12 -1.21
O -5.35 -1.70 -1.93
N -4.89 -0.60 0.09
C -6.27 -0.43 0.35
O -6.73 -0.57 1.44
F -7.08 -0.04 -0.65
N -2.72 0.21 -2.23
C -3.63 1.39 -2.38
C -3.61 2.18 -1.04
C -2.33 3.01 -0.80
Br -2.17 3.33 1.14
C -1.44 0.36 -2.68
C -0.51 -0.62 -2.56
C -0.89 -1.85 -1.93
H 2.29 -0.59 -1.39
H 1.57 -2.25 -3.14
H 2.12 -3.58 -2.02
H 0.38 -4.88 -0.99
H -2.04 -5.13 -0.31
H -3.68 -3.35 -0.57
H -4.41 -1.10 0.84
H -3.36 2.00 -3.25
H -4.65 1.01 -2.51
H -4.45 2.90 -1.08
H -3.74 1.46 -0.22
H -1.40 2.51 -1.08
H -2.36 3.99 -1.30
H -1.18 1.32 -3.13
H 0.49 -0.40 -2.94
C 1.49 0.42 3.53
C 0.94 -0.40 2.55
C -0.42 -0.40 2.34
C -1.23 0.42 3.10
C -0.70 1.24 4.09
C 0.67 1.23 4.30
N -2.68 0.43 2.84
O -3.11 -0.32 1.96
O -3.37 1.18 3.49
H 2.56 0.42 3.69
H 1.57 -1.04 1.95
H -0.84 -1.03 1.57
H -1.34 1.87 4.69
H 1.10 1.86 5.07
C 7.65 1.73 -0.92
C 6.36 2.00 -1.37
C 5.28 1.78 -0.53
C 5.50 1.30 0.75
C 6.77 1.02 1.21
C 7.85 1.24 0.36
N 4.35 1.10 1.65
O 3.24 1.34 1.21
O 4.59 0.71 2.77
H 8.49 1.90 -1.57
H 6.20 2.38 -2.37
H 4.28 2.00 -0.88
H 6.94 0.65 2.20
H 8.86 1.03 0.71
```

Electronic energy, Ha: -4501.1662
Total charge: +1
Energy above the lowest of the compared OMol25 structures with the same formula, charge and spin, kcal/mol: 0.0
HOMO-LUMO gap, eV: 7.33
Largest force on an atom, hartree/bohr: 0.05692



total charge of number 2 (C45H67N7O2PS2)?
+1